1.
# C2H6N2O2

2 unconnected molecules or ions with the total composition C2H6N2O2 in a non-equilibrium geometry (ωB97M-V/def2-TZVPD, OMol25).

```
12
Properties=species:S:1:pos:R:3:mulliken_charge:R:1
N 1.93 -0.41 -0.30 -0.41
C 0.61 -0.10 -0.02 0.64
N 0.39 1.24 -0.02 -0.43
O -0.06 -1.05 0.43 -0.53
H 2.18 -1.38 -0.37 0.22
H 2.64 0.31 -0.32 0.20
H -0.56 1.55 -0.18 0.28
H 0.90 1.85 0.60 0.22
C -1.92 -0.47 0.03 -0.03
O -2.18 0.65 0.44 -0.61
H -1.99 -1.36 0.72 0.15
H -1.95 -0.83 -1.00 0.30
```

Computed properties:
* SMILES: NC(N)=O.C=O
* HOMO-LUMO gap: 9.632 eV
* spin multiplicity: 1
* E_HOMO: -8.969 eV
* LUMO: 0.7 eV

2.
# C2H6N2O2

A single C2H6N2O2 molecule in a non-equilibrium geometry (ωB97M-V/def2-TZVPD, OMol25).

```
12
Properties=species:S:1:pos:R:3:mulliken_charge:R:1
C 0.57 -1.31 0.27 -0.22
C -1.42 0.87 0.13 -0.55
N 0.80 0.15 0.04 0.20
N -0.30 0.43 -0.67 -0.17
O -0.70 -1.44 -0.22 -0.55
O 2.00 0.35 -0.67 -0.46
H 2.09 1.30 -0.78 0.34
H 1.38 -1.77 -0.32 0.33
H 0.67 -1.63 1.32 0.23
H -1.44 0.46 1.14 0.28
H -2.33 0.62 -0.41 0.25
H -1.33 1.97 0.17 0.31
```

Computed properties:
* HOMO-LUMO gap (alpha / beta): 8.157 / 8.428 eV
* spin multiplicity: 1
* E_HOMO (alpha / beta): -9.149 / -9.319 eV
* LUMO (alpha / beta): -1.0 / -0.9 eV

3.
# C2H6N2O2

2 unconnected molecules or ions with the total composition C2H6N2O2 in a non-equilibrium geometry (ωB97M-V/def2-TZVPD, OMol25).

```
12
Properties=species:S:1:pos:R:3:mulliken_charge:R:1
N -1.62 -0.20 1.59 -0.47
C -0.25 -0.10 1.29 0.65
O 0.46 0.79 1.87 -0.65
O 0.18 -1.01 0.42 -0.59
H -1.94 -1.14 1.52 0.24
H -1.78 0.23 2.50 0.25
C 0.50 -0.28 -1.39 -0.28
N 1.23 0.80 -1.70 -0.28
H 0.81 -1.36 -1.65 0.26
H -0.61 -0.15 -1.38 0.34
H 0.79 1.61 -1.36 0.27
H 2.24 0.82 -1.71 0.26
```

Computed properties:
* HOMO-LUMO gap: 9.770 eV
* spin multiplicity: 1
* E_HOMO: -9.121 eV
* LUMO: 0.6 eV

4.
# C2H6N2O2

2 unconnected molecules or ions with the total composition C2H6N2O2 in a non-equilibrium geometry (ωB97M-V/def2-TZVPD, OMol25).

```
12
Properties=species:S:1:pos:R:3:mulliken_charge:R:1
O -0.86 2.80 1.09 -0.64
N -0.99 1.89 0.24 0.21
C -1.08 0.64 0.36 0.29
C -1.35 -0.69 -0.11 -0.14
O -1.35 -0.32 1.27 -0.38
H -0.91 2.17 -0.75 0.22
H -2.27 -0.83 -0.64 0.26
H -0.48 -1.45 -0.27 0.17
N 2.02 -0.96 -0.28 -0.70
H 2.77 -0.25 -0.52 0.25
H 2.03 -1.66 -0.94 0.23
H 2.47 -1.35 0.55 0.23
```

Computed properties:
* SMILES: [O-]/[NH+]=C1/CO1.N
* HOMO-LUMO gap: 8.911 eV
* spin multiplicity: 1
* E_HOMO: -8.253 eV
* LUMO: 0.7 eV

5.
# C2H6N2O3

2 unconnected molecules or ions with the total composition C2H6N2O3 in a non-equilibrium geometry (ωB97M-V/def2-TZVPD, OMol25).

```
13
Properties=species:S:1:pos:R:3:mulliken_charge:R:1
O -4.63 0.56 -1.07 -0.55
N -3.50 0.69 -0.78 1.01
O -2.89 0.04 0.02 -0.52
O -2.83 1.79 -1.34 -0.43
H -1.86 1.79 -1.06 0.46
H 0.50 1.46 -0.03 0.22
N -0.17 1.15 -0.73 -0.68
C -0.17 -0.09 -0.59 0.34
C 0.58 -0.79 0.54 -1.17
H -0.78 -0.82 -1.21 0.31
H 1.63 -0.60 0.48 0.36
H 0.56 -1.87 0.74 0.33
H 0.16 -0.27 1.38 0.33
```

Computed properties:
* SMILES: O=[N+]([O-])O.[H]/N=C\C
* HOMO-LUMO gap: 11.606 eV
* spin multiplicity: 1
* E_HOMO: -10.980 eV
* LUMO: 0.6 eV

6.
# C2H6N2O3

2 unconnected molecules or ions with the total composition C2H6N2O3 (ωB97M-V/def2-TZVPD, OMol25).

```
13
Properties=species:S:1:pos:R:3:mulliken_charge:R:1
N -1.64 -0.13 0.84 -0.43
C -0.46 -0.68 0.44 0.68
O -0.57 -1.48 -0.63 -0.46
N 0.61 -0.38 1.05 -0.60
O 1.78 -0.98 0.48 -0.44
H -2.46 -0.60 0.49 0.22
H -1.67 0.19 1.79 0.26
H 0.33 -1.67 -0.96 0.39
H 2.46 -0.76 1.12 0.36
C 0.41 1.63 -1.16 -0.07
O -0.03 0.92 -2.02 -0.38
H -0.24 2.25 -0.51 0.25
H 1.49 1.70 -0.94 0.21
```

Computed properties:
* SMILES: N/C(O)=N/O.C=O
* HOMO-LUMO gap: 9.596 eV
* spin multiplicity: 1
* E_HOMO: -8.756 eV
* LUMO: 0.8 eV

7.
# C2H6N2O3

2 unconnected molecules or ions with the total composition C2H6N2O3 in a non-equilibrium geometry (ωB97M-V/def2-TZVPD, OMol25).

```
13
Properties=species:S:1:pos:R:3:mulliken_charge:R:1
H -4.12 -0.09 0.35 0.27
N -3.39 0.61 0.49 -0.74
N -2.25 0.14 0.34 0.85
O -2.02 -0.91 -0.34 -0.69
H -1.45 0.80 0.44 0.40
C 2.60 0.12 -0.07 -0.93
C 1.10 0.05 -0.08 0.77
O 0.38 0.88 0.46 -0.72
O 0.63 -0.99 -0.74 -0.47
H 2.94 0.20 0.97 0.28
H 2.92 1.02 -0.61 0.26
H 3.02 -0.77 -0.54 0.29
H -0.37 -1.06 -0.68 0.43
```

Computed properties:
* SMILES: [H]/N=[NH+]\[O-].CC(=O)O
* HOMO-LUMO gap: 10.774 eV
* spin multiplicity: 1
* E_HOMO: -10.599 eV
* LUMO: 0.2 eV

8.
# C2H6N2O3S

2 unconnected molecules or ions with the total composition C2H6N2O3S in a non-equilibrium geometry (ωB97M-V/def2-TZVPD, OMol25).

```
14
Properties=species:S:1:pos:R:3:mulliken_charge:R:1
C -0.43 1.07 -0.97 -0.89
S -0.19 -0.22 0.15 1.10
C -1.88 -0.90 0.47 -0.98
O 0.29 0.31 1.38 -0.63
O 0.59 -1.21 -0.49 -0.59
H -1.20 1.66 -0.61 0.39
H 0.50 1.77 -1.18 0.26
H -0.94 0.44 -1.70 0.34
H -2.02 -1.72 -0.30 0.33
H -1.99 -1.18 1.54 0.32
H -2.60 -0.13 0.21 0.33
N 3.39 1.06 0.02 -0.41
N 3.26 0.07 0.54 0.89
O 3.21 -1.01 0.94 -0.48
```

Computed properties:
* SMILES: CS(C)(=O)=O.N#[N+][O-]
* HOMO-LUMO gap: 11.343 eV
* spin multiplicity: 1
* E_HOMO: -10.851 eV
* LUMO: 0.5 eV